Entry 1:
{
  "formula": "C69H93F8N11O39",
  "method": "ωB97M-V/def2-TZVPD",
  "symbols": ["C", "C", "O", "C", "O", "O", "F", "H", "H", "H", "C", "C", "O", "C", "O", "O", "F", "H", "H", "H", "C", "C", "O", "C", "O", "O", "F", "H", "H", "H", "C", "C", "O", "C", "O", "O", "F", "H", "H", "H", "C", "C", "O", "C", "O", "O", "F", "H", "H", "H", "C", "C", "O", "C", "O", "O", "F", "H", "H", "H", "C", "C", "O", "C", "O", "O", "F", "H", "H", "H", "C", "C", "O", "C", "O", "O", "F", "H", "H", "H", "C", "C", "C", "C", "C", "C", "N", "O", "O", "H", "H", "H", "H", "H", "C", "C", "C", "C", "C", "C", "N", "O", "O", "H", "H", "H", "H", "H", "C", "C", "C", "C", "C", "C", "N", "O", "O", "H", "H", "H", "H", "H", "C", "C", "C", "C", "C", "C", "N", "O", "O", "H", "H", "H", "H", "H", "C", "O", "N", "C", "C", "H", "H", "H", "H", "H", "H", "H", "C", "O", "N", "C", "C", "H", "H", "H", "H", "H", "H", "H", "C", "O", "N", "C", "C", "H", "H", "H", "H", "H", "H", "H", "C", "O", "N", "C", "C", "H", "H", "H", "H", "H", "H", "H", "C", "O", "N", "C", "C", "H", "H", "H", "H", "H", "H", "H", "C", "O", "N", "C", "C", "H", "H", "H", "H", "H", "H", "H", "C", "O", "N", "C", "C", "H", "H", "H", "H", "H", "H", "H"],
  "positions_angstrom": [[-1.132, 1.431, 5.334], [-1.145, 0.660, 6.622], [0.115, 0.069, 6.576], [0.576, 0.061, 5.252], [1.471, -0.642, 4.816], [-0.214, 0.744, 4.474], [-2.083, -0.246, 6.518], [-0.879, 2.437, 5.669], [-2.150, 1.464, 4.945], [-1.254, 1.188, 7.569], [-0.680, -8.490, 3.554], [-1.656, -8.572, 2.453], [-1.397, -7.391, 1.643], [-0.432, -6.602, 2.268], [0.024, -5.516, 1.873], [0.025, -7.277, 3.465], [-2.872, -8.569, 2.889], [0.087, -9.259, 3.463], [-1.015, -8.463, 4.591], [-1.520, -9.449, 1.819], [-3.287, -4.719, -0.612], [-4.035, -3.455, -0.364], [-4.188, -3.300, 0.977], [-3.877, -4.502, 1.572], [-3.915, -4.736, 2.753], [-3.359, -5.294, 0.677], [-5.168, -3.712, -0.938], [-2.217, -4.573, -0.761], [-3.762, -5.280, -1.417], [-3.597, -2.552, -0.788], [1.052, 5.614, 4.016], [1.938, 6.001, 2.793], [3.170, 5.353, 3.169], [2.947, 4.384, 4.075], [3.735, 3.557, 4.436], [1.647, 4.337, 4.364], [2.016, 7.307, 2.923], [0.016, 5.598, 3.678], [1.165, 6.307, 4.851], [1.533, 5.831, 1.796], [-2.112, 4.214, -0.050], [-2.783, 5.439, 0.662], [-3.211, 4.815, 1.843], [-3.028, 3.453, 1.779], [-3.361, 2.618, 2.609], [-2.425, 3.116, 0.654], [-3.885, 5.864, 0.075], [-1.055, 4.473, -0.107], [-2.343, 4.032, -1.100], [-2.109, 6.283, 0.809], [6.089, 2.269, 1.585], [6.056, 1.078, 2.478], [6.683, 0.092, 1.858], [7.433, 0.619, 0.904], [8.209, -0.050, 0.153], [7.107, 1.898, 0.711], [4.720, 0.785, 2.575], [6.386, 3.160, 2.139], [5.152, 2.293, 1.029], [6.452, 1.196, 3.487], [-0.120, -3.463, 5.253], [-1.465, -4.117, 5.317], [-2.067, -3.633, 6.453], [-1.142, -3.078, 7.227], [-1.304, -2.570, 8.364], [0.003, -2.993, 6.578], [-1.357, -5.427, 5.321], [-0.161, -2.637, 4.542], [0.699, -4.066, 4.862], [-2.041, -3.958, 4.405], [2.582, -3.647, 0.862], [1.971, -4.490, -0.228], [2.930, -5.447, -0.402], [3.992, -5.194, 0.291], [4.984, -5.996, 0.447], [3.957, -3.980, 0.873], [1.892, -3.746, -1.389], [2.131, -3.787, 1.845], [2.635, -2.586, 0.616], [1.010, -4.967, -0.036], [-7.678, -1.055, 4.711], [-6.745, -1.981, 5.046], [-5.491, -1.967, 4.344], [-5.193, -0.900, 3.505], [-6.143, 0.101, 3.250], [-7.340, 0.075, 3.942], [-3.804, -0.850, 2.867], [-2.888, -1.450, 3.357], [-3.638, -0.184, 1.845], [-8.617, -1.110, 5.240], [-6.927, -2.760, 5.771], [-4.765, -2.732, 4.574], [-5.979, 0.974, 2.636], [-8.128, 0.810, 3.873], [-0.772, -6.393, -2.561], [0.183, -6.134, -3.549], [1.451, -6.785, -3.491], [1.678, -7.751, -2.537], [0.747, -7.962, -1.493], [-0.524, -7.334, -1.552], [2.933, -8.488, -2.487], [3.178, -9.301, -1.539], [3.766, -8.268, -3.325], [-1.742, -5.923, -2.628], [-0.091, -5.344, -4.233], [2.210, -6.640, -4.246], [0.923, -8.677, -0.703], [-1.287, -7.453, -0.798], [0.962, 2.008, -0.408], [-0.186, 1.455, -0.887], [-0.636, 0.219, -0.463], [0.071, -0.470, 0.581], [1.243, 0.161, 1.125], [1.696, 1.420, 0.600], [-0.417, -1.776, 1.119], [-1.362, -2.324, 0.523], [0.295, -2.307, 2.021], [1.197, 2.969, -0.840], [-0.838, 1.969, -1.578], [-1.566, -0.200, -0.817], [1.755, -0.235, 1.990], [2.599, 1.933, 0.893], [2.115, 4.291, -5.106], [1.618, 3.986, -3.856], [0.271, 4.286, -3.549], [-0.485, 4.982, -4.474], [0.096, 5.399, -5.679], [1.327, 4.969, -6.068], [-1.833, 5.424, -4.171], [-2.474, 5.007, -3.174], [-2.355, 6.113, -5.039], [3.116, 3.979, -5.364], [2.316, 3.443, -3.236], [-0.142, 3.919, -2.621], [-0.591, 5.867, -6.368], [1.741, 5.215, -7.035], [3.673, 5.020, -0.684], [3.404, 4.130, 0.231], [4.519, 4.761, -1.654], [5.052, 5.823, -2.524], [5.139, 3.388, -1.862], [3.319, 6.060, -0.750], [5.114, 5.546, -3.577], [6.087, 5.958, -2.211], [4.440, 6.710, -2.362], [5.057, 2.676, -1.041], [4.777, 2.943, -2.789], [6.198, 3.546, -2.060], [3.548, -0.841, -1.764], [4.676, -1.160, -1.299], [3.311, -0.409, -2.951], [2.003, 0.053, -3.341], [4.331, -0.179, -3.995], [2.615, -0.915, -1.184], [1.743, -0.257, -4.353], [1.964, 1.136, -3.452], [1.167, -0.252, -2.712], [4.052, -0.725, -4.896], [4.256, 0.881, -4.235], [5.321, -0.493, -3.662], [6.154, -4.018, 5.988], [7.182, -3.430, 6.380], [5.149, -3.316, 5.345], [5.109, -1.884, 5.203], [4.107, -4.106, 4.715], [5.962, -5.099, 6.075], [4.145, -1.473, 5.502], [5.095, -1.663, 4.136], [5.928, -1.285, 5.602], [4.255, -5.168, 4.912], [3.112, -3.887, 5.100], [4.047, -3.790, 3.674], [-2.293, -2.802, -3.851], [-2.581, -3.651, -3.091], [-2.309, -2.967, -5.181], [-2.364, -1.807, -6.076], [-2.751, -4.224, -5.799], [-1.892, -1.815, -3.572], [-2.100, -0.929, -5.487], [-3.325, -1.624, -6.558], [-1.552, -1.886, -6.800], [-2.793, -5.150, -5.227], [-3.763, -4.051, -6.165], [-2.188, -4.340, -6.726], [-2.633, 1.571, -4.415], [-1.932, 1.009, -3.539], [-2.110, 2.023, -5.567], [-2.943, 2.703, -6.571], [-0.701, 1.726, -5.936], [-3.690, 1.802, -4.207], [-2.554, 3.701, -6.770], [-4.015, 2.810, -6.400], [-2.771, 2.190, -7.517], [-0.139, 1.329, -5.091], [-0.673, 0.954, -6.706], [-0.318, 2.679, -6.300], [-7.469, 1.616, -1.678], [-8.551, 1.014, -1.749], [-6.307, 1.118, -1.354], [-5.128, 1.893, -1.146], [-6.095, -0.294, -0.957], [-7.402, 2.672, -1.981], [-4.252, 1.353, -1.505], [-4.799, 2.167, -0.143], [-5.166, 2.818, -1.721], [-6.127, -0.328, 0.132], [-6.839, -0.932, -1.434], [-5.155, -0.709, -1.321], [-0.058, 8.052, -1.316], [0.216, 6.884, -1.258], [0.717, 8.981, -1.842], [0.230, 10.332, -1.671], [2.144, 8.812, -2.209], [-1.013, 8.480, -0.974], [-0.539, 10.591, -2.399], [0.873, 11.140, -2.019], [-0.106, 10.618, -0.675], [2.361, 7.776, -2.471], [2.426, 9.406, -3.078], [2.784, 9.170, -1.402]],
  "mulliken_charge": [-0.30, 0.19, -0.30, -0.08, -0.26, 0.48, -0.23, 0.26, 0.02, 0.28, -0.51, 0.37, -0.12, -0.09, -0.04, -0.29, -0.30, 0.26, 0.28, 0.24, 0.58, 0.88, -0.20, 0.50, -0.60, -0.36, -0.40, -0.45, 0.40, -0.20, -0.49, 0.58, -0.29, 0.73, -0.55, -0.30, -0.34, 0.27, 0.32, 0.12, 0.23, 0.64, -0.43, 0.02, -0.50, 0.59, -0.34, -0.41, -0.19, 0.32, 1.04, 0.18, -0.23, 0.58, -0.62, -0.36, -0.16, 0.22, -0.82, 0.20, 0.78, 1.06, -0.33, 0.60, -0.66, -0.34, -0.40, -0.49, -0.01, -0.30, 0.84, 1.73, -0.22, 0.45, -0.68, -0.42, -0.31, -0.19, -0.45, -0.69, -0.55, -0.59, -0.43, 0.46, -0.45, -0.68, 0.29, 0.08, 0.11, 0.36, 0.41, 0.39, 0.38, 0.38, -0.10, -0.41, -0.43, -0.45, -0.14, -0.66, 1.05, -0.60, -0.60, 0.35, 0.41, 0.51, 0.54, 0.50, 0.45, 0.53, -0.28, -0.64, -0.25, -0.99, 0.66, 0.07, -0.10, 0.08, -0.60, 0.36, 0.77, 0.12, -0.79, -0.44, 1.84, -0.81, -0.38, -1.07, 1.09, -0.55, -0.68, 0.46, 0.57, -0.29, 0.52, 0.44, -0.04, -0.47, 0.34, -0.76, -0.60, 0.21, 0.30, 0.39, 0.06, -0.29, 0.31, 0.46, 0.91, -0.88, 0.16, -0.48, -0.96, 0.01, 0.54, -0.10, -0.01, 0.31, 0.23, 0.33, 0.18, -0.61, 0.22, -0.88, -0.69, 0.29, 0.28, 0.25, 0.32, 0.34, 0.14, 0.13, 0.16, -0.68, 0.24, -0.62, -1.13, 0.28, -0.27, 0.35, 0.39, 0.28, 0.40, 0.39, -0.28, -0.26, 0.58, -0.98, -1.15, 0.33, 0.26, 0.34, 0.36, 0.10, 0.40, 0.50, 0.14, -0.62, 0.30, -0.74, -0.75, 0.31, -0.22, 0.37, 0.39, 0.25, 0.38, 0.07, -0.19, -0.41, 0.19, -1.20, -0.64, 0.41, 0.39, 0.40, 0.39, -0.09, 0.42, 0.39],
  "energy_ev": -191029.81427,
  "homo_energy_ev": -8.185
}

***

Entry 2:
{
  "formula": "C6H10",
  "method": "ωB97M-V/def2-TZVPD",
  "symbols": ["C", "C", "C", "C", "C", "C", "H", "H", "H", "H", "H", "H", "H", "H", "H", "H"],
  "positions_angstrom": [[-0.387, 1.040, 1.663], [-0.109, 0.967, 0.170], [1.160, 0.171, -0.152], [0.652, -0.944, -1.007], [-0.742, -0.941, -1.194], [-1.165, 0.243, -0.647], [-0.484, 0.021, 2.053], [-1.313, 1.587, 1.858], [0.445, 1.534, 2.178], [-0.009, 1.992, -0.224], [1.934, 0.767, -0.646], [1.629, -0.239, 0.759], [-0.017, -3.020, -1.018], [1.344, -1.567, -1.564], [-0.813, -2.426, -1.367], [-2.119, 0.734, -0.837]],
  "mulliken_charge": [-1.45, 0.44, -0.77, -0.46, -0.09, -0.47, 0.35, 0.39, 0.35, 0.31, 0.33, 0.29, 0.15, 0.44, -0.18, 0.37],
  "de_lowest_ev": 5.776,
  "energy_ev": -6378.08362,
  "homo_energy_ev": [-7.823, -7.492]
}

***

Entry 3:
{
  "formula": "C6H10",
  "method": "ωB97M-V/def2-TZVPD",
  "symbols": ["C", "C", "C", "C", "C", "C", "H", "H", "H", "H", "H", "H", "H", "H", "H", "H"],
  "positions_angstrom": [[0.422, -2.087, 1.059], [-0.653, -1.847, 0.304], [-0.827, -0.890, -0.800], [-0.102, 0.180, -1.140], [0.863, 0.975, -0.312], [-0.013, 2.092, 0.292], [1.344, -1.518, 0.982], [0.414, -2.894, 1.787], [-1.515, -2.494, 0.455], [-1.685, -1.101, -1.434], [-0.400, 0.708, -2.046], [1.667, 1.389, -0.934], [1.341, 0.395, 0.481], [-0.368, 1.788, 1.281], [-0.906, 2.241, -0.329], [0.507, 3.049, 0.367]],
  "mulliken_charge": [-0.83, -0.01, -0.33, -0.29, -0.19, -1.09, 0.23, 0.25, 0.27, 0.27, 0.36, 0.29, 0.14, 0.29, 0.32, 0.32],
  "de_lowest_ev": 1.216,
  "energy_ev": -6382.64304,
  "homo_energy_ev": -8.601
}